No. 1
# C10H12F5I2N8ReS

C10H12F5I2N8ReS as an isolated structure (the ωB97M-V functional and the def2-TZVPD basis, OMol25).

Calculated values
* ⟨S²⟩: 3.78
* frontier orbital gap (spin up / spin down): 7.748 / 5.885 eV
* net charge: +3
* 2S+1: 4

```
39
Properties=species:S:1:pos:R:3:lowdin_spin:R:1
Re -0.14594 0.10545 0.40815 2.49
N 1.16474 -3.59097 -1.15973 0.01
C 0.36294 -3.02289 -0.28181 0.02
N 0.55398 -1.70439 -0.37620 0.02
C 1.49654 -1.56005 -1.37090 0.01
N 1.89075 -2.68701 -1.86454 0.01
C 1.86225 -0.21088 -1.77424 0.02
C 2.79306 0.10391 -2.73946 -0.01
N 3.04160 1.37166 -3.07663 0.03
C 2.35480 2.32597 -2.45379 0.00
C 1.41748 2.04108 -1.46892 0.03
N 1.17344 0.76195 -1.12747 0.02
H 1.26980 -4.57961 -1.35885 0.00
H -0.31658 -3.55124 0.36762 0.00
H 3.34094 -0.68165 -3.24917 0.00
H 2.54945 3.35313 -2.73873 0.00
H 0.86952 2.82153 -0.96730 0.00
I -0.88797 2.65380 1.40650 0.03
C -1.95940 4.15445 0.23528 0.01
I -2.33272 3.69577 -1.76288 0.00
H -1.28404 4.99781 0.31041 0.00
H -2.87888 4.28095 0.79389 0.00
N -1.30849 -0.67457 2.17063 0.01
N -0.59495 -0.91589 3.36124 0.00
C 0.70113 -0.58493 3.47754 0.02
N 1.31143 -0.78992 4.61636 0.02
S 1.57636 0.10502 2.15960 0.15
H -2.02813 0.02990 2.35496 0.01
H -1.80507 -1.52397 1.90028 0.00
H -1.12623 -1.27540 4.14411 0.00
H 0.85048 -1.16665 5.43562 0.00
H 2.28995 -0.55295 4.71745 0.00
F -3.01863 0.33264 0.02796 0.02
C -2.04713 -0.45370 -0.49397 0.05
F -2.31414 -1.73839 -0.05679 0.00
C -2.19692 -0.46559 -2.05674 0.02
F -2.91073 -1.50128 -2.44493 0.01
F -2.74677 0.66129 -2.45988 0.00
F -0.96793 -0.56438 -2.60469 0.01
```

***

No. 2
# C21H20F3N4O2Ru

C21H20F3N4O2Ru as an isolated structure at a distorted geometry (the ωB97M-V functional and the def2-TZVPD basis, OMol25).

Calculated values
* frontier orbital gap (spin up / spin down): 3.805 / 4.402 eV
* net charge: +3
* 2S+1: 1

```
51
Properties=species:S:1:pos:R:3:nbo_charge:R:1
Ru 0.18165 -0.00730 -0.45573 1.28
C -0.88053 1.13878 1.98506 -0.23
C -2.07602 1.62618 1.17915 -0.48
C -1.73526 2.29715 -0.12520 0.26
C -2.31715 3.49860 -0.48561 -0.21
C -2.01775 4.07271 -1.71232 -0.03
C -1.13391 3.42590 -2.56954 -0.21
C -0.57249 2.24442 -2.15234 0.07
N -0.85989 1.68351 -0.95617 -0.49
N -0.32827 -0.16272 1.49434 -0.26
C -1.31575 -1.28779 1.69441 -0.29
C -2.01955 -1.63493 0.42076 0.23
C -3.17442 -2.38421 0.33734 -0.21
C -3.67178 -2.70113 -0.92066 -0.03
C -3.01106 -2.25292 -2.06255 -0.21
C -1.87446 -1.49490 -1.91305 0.07
N -1.38904 -1.19970 -0.68892 -0.43
C 0.91303 -0.50286 2.25612 -0.29
C 1.73536 -1.47999 1.46184 0.23
C 2.73055 -2.25891 2.01711 -0.20
C 3.48186 -3.07237 1.18023 -0.05
C 3.21231 -3.08966 -0.18576 -0.21
C 2.20627 -2.28619 -0.67445 0.07
N 1.47564 -1.49691 0.13654 -0.46
H -1.17232 0.99668 3.02894 0.26
H -0.06770 1.86576 1.96656 0.25
H -2.62254 2.33725 1.79777 0.29
H -2.77864 0.80815 0.99187 0.24
H -3.00822 3.98090 0.19238 0.27
H -2.46619 5.01615 -1.99596 0.28
H -0.87917 3.83623 -3.53627 0.28
H 0.13978 1.71694 -2.77762 0.23
H -2.01296 -1.02169 2.49054 0.27
H -0.76304 -2.16621 2.03292 0.27
H -3.67393 -2.72090 1.23626 0.28
H -4.57251 -3.29476 -1.01187 0.28
H -3.37862 -2.48309 -3.05263 0.29
H -1.32726 -1.10665 -2.76429 0.24
H 0.63414 -0.92699 3.22367 0.26
H 1.47266 0.41265 2.45570 0.28
H 2.91902 -2.22855 3.08237 0.27
H 4.27307 -3.68797 1.58851 0.27
H 3.77596 -3.71865 -0.86052 0.28
H 1.95590 -2.26463 -1.72819 0.23
F 3.54308 2.81332 -2.02495 -0.28
C 4.21891 2.10367 -1.17395 0.98
F 4.92078 1.16406 -1.74213 -0.27
F 4.88752 2.81668 -0.33024 -0.25
C 3.00501 1.18526 -0.25357 0.72
O 3.48096 0.82146 0.78141 -0.51
O 1.93696 1.07017 -0.87729 -0.62
```

***

No. 3
# C25H23IN4OS2Ti

C25H23IN4OS2Ti as an isolated structure at a distorted geometry (the ωB97M-V functional and the def2-TZVPD basis, OMol25).

Calculated values
* frontier orbital gap (spin up / spin down): 5.913 / 5.907 eV
* 2S+1: 1

```
57
Properties=species:S:1:pos:R:3:nbo_charge:R:1
Ti -1.02114 -0.50484 -0.27036 1.42
N -1.88963 1.78831 3.44730 -0.82
C -1.43981 1.12760 2.31931 0.28
S -2.31839 -0.32264 1.84359 -0.31
N -0.44936 1.65636 1.69634 -0.40
N -0.11274 0.97668 0.51805 -0.48
C 1.00596 1.44716 -0.15913 0.01
C 1.76491 2.64350 0.28739 0.04
C 1.15161 3.89479 0.36664 -0.19
C 1.86136 5.01284 0.77927 -0.22
C 3.20548 4.89944 1.12164 -0.21
C 3.82556 3.66166 1.05085 -0.22
C 3.10655 2.54309 0.64391 -0.22
C 1.29350 0.76070 -1.30501 0.11
C 2.42493 1.01534 -2.15362 -0.21
C 2.64239 0.25294 -3.23732 -0.21
C 1.73145 -0.81281 -3.55459 -0.30
C 0.66695 -1.01996 -2.76342 0.04
N 0.39860 -0.26591 -1.63607 -0.67
H -2.37591 1.21784 4.11689 0.39
H -1.22902 2.44343 3.83482 0.39
H 0.10321 3.97927 0.10630 0.20
H 1.36857 5.97674 0.83044 0.21
H 3.76162 5.77072 1.44768 0.21
H 4.87019 3.56372 1.32209 0.21
H 3.58670 1.57171 0.60692 0.22
H 3.08609 1.83250 -1.90185 0.22
H 3.50111 0.44181 -3.87101 0.21
H 1.88117 -1.44382 -4.41994 0.22
H -0.03947 -1.80692 -2.98875 0.20
I -2.77617 -2.49559 -1.42313 0.32
C -1.49884 -3.97250 -0.60290 -0.10
C -1.83242 -5.26328 -0.86757 -0.27
C -1.01551 -6.29672 -0.35054 -0.22
C 0.07586 -5.97953 0.39864 -0.16
C 0.41946 -4.62941 0.66963 -0.08
C 1.55946 -4.32065 1.44781 -0.19
C 1.89103 -3.02305 1.69149 -0.20
C 1.10147 -1.96886 1.17391 -0.19
C -0.02857 -2.18641 0.41488 -0.44
C -0.37199 -3.55701 0.15961 -0.04
H -2.70505 -5.50289 -1.46086 0.22
H -1.27039 -7.33000 -0.55303 0.22
H 0.70750 -6.76321 0.80452 0.21
H 2.15930 -5.13394 1.84107 0.21
H 2.77106 -2.79291 2.28194 0.21
H 1.41862 -0.95618 1.38589 0.22
C -2.95963 3.11588 -0.43773 -0.83
S -3.46902 1.76356 -1.47420 1.30
C -4.73063 1.11201 -0.39922 -0.84
O -2.30888 0.80393 -1.41758 -0.98
H -3.83024 3.73776 -0.22358 0.24
H -2.21798 3.68528 -0.99418 0.25
H -2.52374 2.70263 0.47328 0.27
H -5.51222 1.86750 -0.30565 0.24
H -4.27925 0.86378 0.56271 0.28
H -5.13567 0.21859 -0.87359 0.24
```

***

No. 4
# H80O40

A 40-piece molecular cluster, H80O40 overall at a distorted geometry (the ωB97M-V functional and the def2-TZVPD basis, OMol25).

Calculated values
* frontier orbital gap: 9.802 eV
* 2S+1: 1

```
120
Properties=species:S:1:pos:R:3:mulliken_charge:R:1
H -0.20010 0.35107 -1.19859 0.05
H -1.19963 0.21395 -0.20639 0.12
O -0.41257 -0.31860 -0.50418 -0.87
H -1.27704 -2.43078 -4.90844 0.36
H -2.64263 -3.02529 -5.03510 0.27
O -1.85311 -3.08915 -4.46935 -0.58
H 1.41947 0.95236 -0.52950 0.06
H 1.32033 -0.42384 0.06155 0.04
O 1.93599 0.38102 0.07592 0.04
H -2.46926 6.22281 1.57397 0.32
H -1.05447 6.16086 0.98020 0.30
O -1.73928 6.79867 1.26879 -0.65
H -0.27516 -0.27152 -5.84945 0.30
H 0.76713 -1.22830 -5.75669 0.41
O -0.16914 -1.22154 -6.05777 -0.69
H 4.02617 -1.71138 -1.43627 0.27
O 3.51060 -0.92514 -1.73057 -0.87
H -0.17498 3.04369 3.48265 0.23
O -0.14806 3.93717 3.80748 -0.65
H 3.50327 -1.72178 3.82465 0.28
H 3.05478 -1.29593 5.21687 0.30
O 3.60452 -1.01811 4.47444 -0.60
H -2.35522 -3.02445 -0.07556 0.21
H -1.46916 -1.87775 -0.38383 0.21
O -1.53161 -2.64387 0.25142 0.14
H 2.32007 0.41640 -4.42527 0.34
H 2.96971 -0.60178 -5.52983 0.26
O 2.17945 -0.31181 -5.06395 -0.63
H 0.35176 4.55573 -0.20709 0.38
H 0.29246 5.08738 -1.58521 0.27
O -0.28766 4.93747 -0.81883 -0.71
H 2.18808 -3.68388 -4.02271 0.31
O 2.17358 -4.13803 -3.17234 -0.65
H -3.36641 2.00787 3.17837 0.31
H -2.27019 1.81248 4.25203 0.24
O -2.48458 2.30829 3.43466 -0.57
H -1.54946 0.21161 5.54988 0.33
H -0.25196 -0.27770 4.80530 0.25
O -0.69596 -0.23118 5.66138 -0.69
H 3.30771 2.00662 -2.91320 0.37
H 3.86599 0.55258 -2.78801 0.45
O 3.74558 1.29686 -3.42316 -0.78
H 3.20708 5.62571 -2.71147 0.35
H 3.29352 5.30534 -1.37690 0.22
O 2.62313 5.72663 -1.95031 -0.59
H -0.50509 1.46905 2.67490 -0.04
H 0.57796 0.24883 2.78242 -0.07
O -0.19661 0.69204 3.13582 0.23
H 2.53936 4.90107 -0.15577 0.11
H 2.53786 3.59146 0.73064 0.37
O 2.68610 4.53145 0.70941 -0.68
H -5.42954 -1.96161 0.48684 0.26
O -5.26487 -2.36146 -0.36617 -0.52
H 0.68372 -2.65276 1.89255 -0.25
H 0.00560 -1.64371 1.03352 -0.07
O 0.64420 -1.69346 1.77993 0.55
H 2.92880 -5.78317 1.34501 0.29
O 2.58537 -4.97886 1.72830 -0.60
H -5.40305 -0.47311 4.02483 0.25
H -4.09179 -0.08039 3.20533 0.23
O -4.86497 0.23343 3.66818 -0.60
H -5.35333 1.20688 1.42674 0.33
H -3.98977 0.60349 1.51813 0.10
O -4.42688 1.47255 1.55136 -0.56
H 1.64237 -2.99273 -0.01086 0.07
H 2.22667 -2.19800 -1.36388 0.54
O 2.22326 -2.93907 -0.77288 -0.54
H 1.38573 3.01104 2.11274 0.24
H 1.38850 1.90705 0.99068 0.15
O 0.90720 2.68674 1.34837 0.43
H 3.87395 -0.43342 1.43288 0.12
H 5.19249 0.25484 1.70621 0.29
O 4.35338 0.37378 1.24108 -0.64
H -0.46622 -4.09814 0.31054 0.18
H -0.05936 -5.35692 1.26477 0.27
O 0.14833 -4.42741 1.04462 -0.65
H -4.20277 -1.62469 -1.99481 0.24
H -3.00937 -1.90531 -2.81551 0.22
O -3.59088 -1.16697 -2.59110 -0.36
H -2.87333 -3.72869 2.19232 0.32
H -3.88342 -4.99718 2.23327 0.26
O -3.77153 -4.05225 2.20901 -0.61
H -0.29367 2.16065 -2.84910 0.45
H -0.22382 1.13574 -3.86555 0.26
O -0.60306 2.07847 -3.76385 -0.75
H -4.72612 0.87983 -1.57017 0.23
H -6.07494 0.21025 -1.57227 0.34
O -5.64401 1.04227 -1.33682 -0.58
H -4.21776 0.40068 -3.79246 0.32
O -4.46761 0.20497 -4.73902 -0.64
H -1.43125 -1.46974 3.07357 0.12
H -1.93936 -1.29494 1.47414 0.06
O -2.05019 -1.18211 2.40986 0.02
H -5.87907 -3.07979 -0.52300 0.25
H 3.07638 -0.35159 -1.04184 0.52
H 1.61625 -4.94741 1.59981 0.35
H 0.55557 4.44909 3.41117 0.32
H 2.48667 -3.38875 -2.60486 0.34
H -3.96684 -0.60667 -4.85732 0.30
O 3.10454 2.30190 4.29449 -0.63
H 2.95222 2.92513 5.00101 0.30
H 2.57459 1.51489 4.39681 0.29
O -0.62956 2.33664 -0.78037 -0.46
H -0.96959 3.25824 -0.72830 0.42
H 0.15756 2.32722 -0.23300 0.07
O -0.27139 -3.00869 4.99223 -0.67
H 0.15480 -3.01378 4.12693 0.25
H -0.20160 -2.10413 5.32521 0.36
O 0.81491 4.41120 -3.22070 -0.49
H 0.25274 3.99537 -3.87654 0.21
H 0.98738 5.34194 -3.33829 0.31
O 5.07682 -3.42329 -0.12370 -0.65
H 5.33171 -3.95932 -0.87831 0.30
H 4.41811 -4.05086 0.29463 0.30
O -1.36213 -3.90641 -2.01387 -0.48
H -0.82592 -3.31644 -2.54090 0.21
H -1.71721 -4.72943 -2.33074 0.18
O 3.26669 2.19497 -1.15906 -0.56
H 3.87808 1.65880 -0.63487 0.20
H 3.85932 2.93002 -1.50393 0.32
```

***

Number 1: total energy -65211.42358 eV. Number 2: total energy -42862.65430 eV. Number 3: total energy -87192.84668 eV. Number 4: total energy -83196.91022 eV.